Record 1
A cluster of 3 separate species, C21H43F3N2O5 in total at a distorted geometry, computed with ωB97M-V/def2-TZVPD.

Values from the calculation:
Net charge ... 0
SMILES ... CCOCCOOC(=O)OCCC(F)=C(F)F.CCN(CC)CC.CCN(CC)CC
Spin multiplicity ... 1
HOMO-LUMO gap ... 7.209 eV

Last column: Löwdin charge in e.
Cartesian coordinates (Å):
C  0.778  -3.186  -0.101  -0.078
C  1.967  -2.240  0.516  -0.232
O  2.961  -1.939  -0.547  -0.219
C  3.773  -0.754  -0.202  -0.169
C  3.310  0.627  -0.992  -0.084
O  1.879  0.945  -0.857  -0.167
O  1.678  2.079  -0.250  -0.019
C  0.447  2.076  0.556  -0.208
O  0.497  2.673  1.779  0.021
O  -0.864  1.538  0.158  -0.055
C  -0.906  0.113  0.527  -0.188
C  -2.385  -0.446  0.968  -0.070
C  -3.450  -0.633  -0.266  -0.039
F  -4.702  -1.420  0.030  -0.062
C  -3.313  -0.071  -1.643  -0.006
F  -4.523  0.594  -2.245  -0.025
F  -2.101  -0.132  -2.496  -0.003
H  -0.259  -2.653  -0.240  0.060
H  1.101  -3.578  -1.170  0.084
H  0.582  -4.083  0.657  0.092
H  2.484  -2.761  1.456  0.138
H  1.572  -1.201  0.896  0.095
H  3.802  -0.549  0.951  0.133
H  4.893  -1.027  -0.511  0.147
H  3.492  0.403  -2.150  0.151
H  3.940  1.561  -0.660  0.152
H  -0.176  -0.026  1.458  0.145
H  -0.403  -0.481  -0.360  0.123
H  -2.765  0.239  1.848  0.144
H  -2.200  -1.524  1.443  0.138
C  0.144  -5.375  -7.801  -0.094
C  0.114  -4.143  -6.900  -0.270
N  0.505  -4.400  -5.511  -0.189
C  0.241  -3.262  -4.621  -0.246
C  1.023  -1.975  -4.865  -0.086
C  1.802  -5.051  -5.313  -0.250
C  3.035  -4.339  -5.859  -0.091
H  -0.509  -6.165  -7.416  0.079
H  -0.208  -5.108  -8.804  0.073
H  1.155  -5.779  -7.912  0.063
H  -0.918  -3.769  -6.912  0.118
H  0.734  -3.363  -7.356  0.094
H  0.395  -3.574  -3.579  0.096
H  -0.829  -3.024  -4.686  0.110
H  2.047  -2.051  -4.502  0.051
H  0.555  -1.150  -4.316  0.067
H  1.043  -1.691  -5.921  0.069
H  1.759  -6.051  -5.760  0.100
H  1.953  -5.247  -4.244  0.114
H  2.872  -3.911  -6.852  0.070
H  3.863  -5.051  -5.943  0.072
H  3.370  -3.546  -5.188  0.054
C  -2.556  3.348  4.106  -0.094
C  -2.586  4.580  5.007  -0.267
N  -2.195  4.323  6.397  -0.191
C  -2.459  5.461  7.287  -0.252
C  -1.677  6.748  7.043  -0.095
C  -0.898  3.672  6.595  -0.251
C  0.335  4.384  6.049  -0.089
H  -3.209  2.558  4.492  0.076
H  -2.908  3.615  3.104  0.075
H  -1.545  2.944  3.995  0.054
H  -3.618  4.954  4.996  0.117
H  -1.966  5.360  4.552  0.096
H  -2.305  5.149  8.328  0.111
H  -3.529  5.699  7.222  0.107
H  -0.653  6.672  7.406  0.053
H  -2.145  7.574  7.591  0.072
H  -1.657  7.032  5.987  0.067
H  -0.941  2.672  6.147  0.100
H  -0.747  3.476  7.664  0.114
H  0.172  4.812  5.056  0.071
H  1.163  3.672  5.965  0.072
H  0.670  5.177  6.719  0.053

***

Record 2
A structure of composition C26H38B2BrClIN3O12P at a distorted geometry, computed with ωB97M-V/def2-TZVPD.

Values from the calculation:
Net charge ... -1
Spin multiplicity ... 1
HOMO-LUMO gap ... 1.217 eV

Last column: Löwdin charge in e.
Cartesian coordinates (Å):
C  3.890  3.380  -0.937  -0.100
C  2.856  2.142  -0.977  -0.132
B  2.211  1.957  0.491  -0.403
O  1.622  3.210  0.981  0.090
N  1.964  0.616  1.232  0.042
B  1.971  1.208  2.630  -0.680
N  3.140  2.041  3.173  0.150
O  0.961  1.248  3.668  0.059
C  0.717  -0.072  0.645  -0.193
C  -0.161  0.777  -0.437  -0.168
C  -1.495  0.056  -0.993  -0.226
C  -2.870  0.868  -0.646  -0.153
C  -3.995  0.289  -1.687  -0.257
N  -3.945  -1.192  -1.852  -0.030
C  -0.487  -0.442  1.666  -0.129
O  -1.332  0.667  2.051  -0.202
O  -2.164  0.151  3.007  -0.024
C  1.337  -1.444  -0.039  -0.511
I  1.286  -1.513  -2.309  1.068
C  0.599  -2.852  0.080  -0.331
C  0.259  -3.567  1.435  -0.199
C  -1.215  -4.263  1.282  -0.227
O  -1.188  -5.513  2.019  -0.113
C  2.943  -1.617  0.184  -0.644
Cl  3.500  -3.039  1.319  0.572
P  4.183  -2.000  -1.164  0.500
O  5.522  -2.307  -0.417  -0.394
O  4.629  -0.878  -2.310  -0.221
O  3.911  -3.554  -1.901  -0.246
C  3.135  -0.362  1.260  -0.468
Br  2.591  -1.424  2.928  0.908
C  4.644  0.070  1.473  -0.140
C  5.570  0.725  0.380  -0.005
C  7.045  1.146  0.596  -0.045
C  7.764  0.899  1.936  -0.064
C  6.913  0.264  3.055  -0.054
C  5.404  -0.113  2.843  -0.040
H  3.326  4.311  -1.316  0.089
H  4.147  3.603  0.160  0.088
H  4.805  3.257  -1.607  0.087
H  3.255  1.179  -1.431  0.065
H  1.991  2.478  -1.676  0.126
H  0.958  3.412  0.268  0.136
H  3.417  1.677  4.093  0.089
H  2.890  3.036  3.205  0.084
H  0.535  2.138  3.601  0.127
H  -0.563  1.780  -0.017  0.125
H  0.387  1.068  -1.392  0.061
H  -1.497  0.076  -2.155  0.103
H  -1.597  -1.050  -0.747  0.076
H  -2.743  1.999  -0.716  0.114
H  -3.277  0.566  0.392  0.104
H  -3.859  0.755  -2.720  0.120
H  -5.046  0.540  -1.286  0.105
H  -3.285  -1.497  -2.575  0.059
H  -3.825  -1.691  -0.963  0.058
H  -0.107  -0.854  2.683  0.105
H  -1.181  -1.275  1.311  0.131
H  -2.874  0.808  3.195  0.137
H  -0.373  -2.775  -0.550  0.067
H  1.244  -3.591  -0.540  0.097
H  0.214  -2.965  2.396  0.075
H  0.979  -4.447  1.624  0.109
H  -1.512  -4.432  0.193  0.125
H  -2.010  -3.604  1.808  0.129
H  -1.609  -5.381  2.896  0.094
H  3.929  -0.364  -2.758  0.016
H  3.803  -3.399  -2.877  0.059
H  5.191  0.932  -0.665  0.065
H  7.646  1.654  -0.246  0.099
H  8.851  1.153  2.147  0.090
H  7.438  0.082  4.065  0.093
H  4.942  -0.523  3.793  0.054
C  -9.066  2.063  -1.872  0.026
C  -10.234  1.668  -2.462  -0.429
C  -10.031  0.811  -3.711  -0.356
O  -10.945  0.294  -4.348  0.022
C  -8.653  0.593  -4.188  0.034
C  -7.487  0.999  -3.605  -0.423
C  -7.689  1.766  -2.297  -0.356
O  -6.767  2.155  -1.578  -0.013
O  -6.311  0.813  -4.013  -0.037
O  -11.408  1.922  -2.095  -0.024
H  -9.112  2.666  -0.972  0.101
H  -8.606  0.034  -5.117  0.103

***

Record 3
A structure of composition C55H42FeN7O3S, computed with ωB97M-V/def2-TZVPD.

Values from the calculation:
Net charge ... -2
Energy relative to the best compared isomer or geometry (same formula, charge and spin) ... 4.3 kcal/mol
⟨S²⟩ ... 8.84
Spin multiplicity ... 6
HOMO-LUMO gap (spin up / spin down) ... 3.912 / 5.398 eV

Last column: Löwdin charge in e.
Cartesian coordinates (Å):
Fe  -0.812  0.709  -0.208  0.747
C  -0.976  -2.811  6.957  -0.130
C  0.211  -2.596  6.270  -0.103
C  0.206  -1.968  5.032  -0.040
C  -0.984  -1.549  4.433  -0.187
C  -2.169  -1.754  5.149  -0.047
C  -2.168  -2.375  6.387  -0.109
C  -1.013  -0.887  3.116  -0.081
C  -1.533  0.440  3.068  -0.263
C  -1.836  1.226  4.205  -0.058
C  -1.855  2.547  3.765  -0.083
C  -1.567  2.514  2.386  -0.275
C  -1.307  3.632  1.497  -0.089
C  -0.549  4.794  1.888  -0.169
C  -0.099  5.731  0.916  -0.048
C  0.679  6.824  1.243  -0.120
C  1.085  7.056  2.556  -0.142
C  0.707  6.128  3.522  -0.131
C  -0.073  5.031  3.206  -0.060
C  -1.783  3.530  0.142  -0.268
N  -1.843  2.370  -0.603  0.062
C  -2.619  2.653  -1.693  -0.252
C  -2.947  1.690  -2.688  -0.108
C  -3.734  2.154  -3.857  -0.192
C  -3.213  3.130  -4.710  -0.033
C  -3.928  3.572  -5.811  -0.099
C  -5.186  3.048  -6.089  -0.125
C  -5.719  2.082  -5.248  -0.105
C  -5.001  1.645  -4.142  -0.043
C  -2.530  0.401  -2.615  -0.236
C  -2.734  -0.569  -3.675  -0.010
C  -2.044  -1.672  -3.359  -0.014
C  -1.393  -1.446  -2.083  -0.242
N  -1.757  -0.181  -1.612  0.018
C  -0.618  -2.373  -1.445  -0.099
C  -0.216  -2.231  -0.078  -0.276
C  0.377  -3.224  0.730  -0.067
C  0.207  -2.819  2.044  -0.048
C  -0.457  -1.563  2.012  -0.243
N  -0.649  -1.188  0.703  0.070
C  -0.349  -3.649  -2.161  -0.188
C  -0.757  -4.880  -1.640  -0.032
C  -0.530  -6.062  -2.328  -0.096
C  0.105  -6.046  -3.564  -0.117
C  0.509  -4.831  -4.100  -0.099
C  0.289  -3.652  -3.404  -0.067
C  -3.045  3.985  -1.661  -0.047
C  -2.496  4.543  -0.514  -0.064
N  -1.478  1.222  1.953  0.076
H  -0.974  -3.299  7.924  0.082
H  1.155  -2.904  6.706  0.090
H  1.145  -1.760  4.530  0.101
H  -3.098  -1.413  4.708  0.117
H  -3.107  -2.525  6.909  0.088
H  -1.948  0.876  5.219  0.083
H  -2.091  3.418  4.354  0.083
H  -0.345  5.559  -0.122  0.096
H  0.991  7.495  0.451  0.088
H  1.696  7.914  2.810  0.077
H  1.039  6.250  4.548  0.089
H  -0.287  4.315  3.980  0.080
H  -2.231  3.529  -4.490  0.122
H  -3.499  4.325  -6.462  0.091
H  -5.745  3.392  -6.951  0.085
H  -6.701  1.670  -5.448  0.090
H  -5.420  0.900  -3.477  0.119
H  -3.325  -0.395  -4.559  0.101
H  -1.986  -2.583  -3.930  0.102
H  0.812  -4.154  0.394  0.101
H  0.481  -3.386  2.919  0.091
H  -1.268  -4.895  -0.686  0.117
H  -0.861  -7.002  -1.901  0.092
H  0.284  -6.971  -4.100  0.086
H  1.011  -4.800  -5.060  0.096
H  0.626  -2.706  -3.814  0.122
H  -3.700  4.458  -2.374  0.092
H  -2.653  5.537  -0.125  0.100
S  1.110  1.199  -2.931  0.605
C  0.971  0.377  -1.532  -0.698
C  3.445  -2.647  -2.964  -0.082
C  3.168  -3.123  -1.540  -0.149
C  3.527  -2.153  -0.403  -0.265
C  4.908  -1.467  -0.635  -0.155
C  6.089  -2.420  -0.765  -0.083
C  3.646  -2.932  0.903  -0.419
O  4.080  -4.066  0.975  0.068
N  3.356  -2.216  2.028  0.208
C  2.885  -0.896  2.051  -0.503
O  2.960  -0.260  3.085  0.063
N  2.355  -0.390  0.889  0.240
C  2.546  -1.003  -0.221  -0.300
O  2.081  -0.551  -1.374  -0.129
H  3.151  -3.434  -3.659  0.064
H  4.506  -2.448  -3.132  0.062
H  2.889  -1.745  -3.214  0.064
H  3.724  -4.043  -1.351  0.115
H  2.116  -3.376  -1.434  0.094
H  5.090  -0.774  0.192  0.123
H  4.806  -0.854  -1.532  0.120
H  6.210  -3.034  0.127  0.071
H  7.007  -1.847  -0.914  0.071
H  5.975  -3.096  -1.612  0.068
H  3.554  -2.646  2.918  0.159
C  2.613  2.994  1.944  -0.010
C  1.544  2.371  1.190  -0.147
N  0.671  1.865  0.662  0.165
H  3.251  3.573  1.276  0.087
H  3.183  2.203  2.433  0.070
H  2.179  3.660  2.689  0.074

***

no.,E_tot (eV)
1,-43830.7295
2,-157911.8605
3,-119513.7240